(1)
A structure of composition C28H14BF9FeO3. Source: OMol25; level of theory: ωB97M-V/def2-TZVPD.

Its expectation value of S² is 6.106. As for the energy above the lowest of the compared OMol25 structures with the same formula, charge and spin: 0.0 kJ/mol. As for the HOMO energy (spin up / spin down): -13.4 / -15.0 eV. Its net charge is +2. Its spin multiplicity is 5.

Last column: Mulliken spin population.
Positions of all 56 atoms, in Å:
F1 2.2505 -2.1585 -4.8125  0.001
C1 2.0881 -1.7430 -3.5118  0.006
C2 2.3885 -2.6437 -2.4937  0.002
C3 2.0790 -2.2379 -1.1830  0.004
F2 2.3737 -3.1595 -0.2037  0.005
C4 1.5070 -0.9930 -0.8545  0.036
B1 1.3793 -0.4466 0.6019  0.065
C5 1.7190 -1.3329 1.8163  0.106
C6 0.8799 -2.1542 2.5752  0.049
F3 -0.4372 -2.2849 2.1967  0.006
C7 1.2867 -2.8830 3.6704  0.151
C8 2.6304 -2.8276 4.0369  0.215
F4 3.0534 -3.5440 5.1316  0.052
C9 3.5333 -2.0773 3.3130  0.030
C10 3.0686 -1.3539 2.2465  0.165
F5 4.0061 -0.6367 1.5240  0.021
C11 1.6543 1.0633 0.8918  0.056
C12 1.0717 1.7200 1.9823  -0.019
F6 0.1118 1.0410 2.7060  0.000
C13 1.4032 3.0065 2.4112  -0.002
C14 2.4440 3.6411 1.7280  0.014
F7 2.7565 4.9374 2.0769  0.002
C15 3.1158 3.0461 0.6848  0.007
C16 2.7344 1.7649 0.3077  0.005
F8 3.5063 1.1488 -0.6508  0.002
H1 -0.6714 -0.0936 0.1238  0.025
C17 1.2452 -0.1624 -1.9617  0.034
F9 0.7096 1.0786 -1.7205  0.003
C18 1.5045 -0.5055 -3.2959  -0.001
H2 2.7851 -3.6150 -2.6812  0.000
H3 0.5565 -3.4805 4.1920  -0.001
H4 4.6097 -2.0581 3.5633  0.000
H5 0.8563 3.4574 3.2085  0.000
H6 3.9176 3.5427 0.1412  0.000
H7 1.2133 0.1455 -4.0927  0.001
O1 -3.1941 4.6333 -1.6123  0.097
C19 -3.3503 3.4982 -1.3659  -0.179
Fe1 -3.6119 1.8555 -1.6455  2.154
C20 -4.6711 1.8537 -3.0774  -0.081
O2 -5.2057 1.8616 -4.1272  0.027
C21 -2.2715 1.6267 -2.7769  -0.003
O3 -1.5065 1.6753 -3.6540  0.020
C22 -3.1505 -1.7229 -1.1483  -0.093
C23 -2.0632 -1.4759 -0.3606  0.305
C24 -1.6959 -0.2280 0.3007  -0.018
C25 -2.5446 1.0367 0.0296  -0.032
C26 -3.9704 1.0152 0.1798  0.134
C27 -4.7483 0.2194 -0.7330  0.030
C28 -4.1573 -0.7423 -1.5467  0.472
H8 -3.2080 -2.7181 -1.5872  0.014
H9 -1.3701 -2.2840 -0.1548  0.052
H10 -1.6022 -0.2655 1.4021  0.026
H11 -1.9978 1.8850 0.4936  0.006
H12 -4.5247 1.6966 0.8623  -0.001
H13 -5.8460 0.3160 -0.6347  0.036
H14 -4.6407 -0.9384 -2.5116  -0.008



(2)
A cluster of 5 separate species, H10O5 in total. Source: OMol25; level of theory: ωB97M-V/def2-TZVPD.

Its structure (SMILES) is O.O.O.O.O. As for the energy above the lowest of the compared OMol25 structures with the same formula, charge and spin: 123.6 kJ/mol. As for the HOMO energy: -11.0 eV.

Last column: natural (NBO) charge in e.
Positions of all 15 atoms, in Å:
O1 -5.1360 -26.5000 -5.0440  -0.962
H1 -5.7000 -26.7420 -4.2490  0.498
H2 -4.6220 -25.7770 -4.8270  0.477
O2 -7.1390 -24.0660 -5.7930  -0.940
H3 -6.9020 -24.4010 -6.6450  0.470
H4 -7.0930 -23.1350 -5.9450  0.463
O3 -4.3890 -23.6560 -6.9360  -0.935
H5 -4.0730 -24.5130 -6.6090  0.457
H6 -5.1450 -23.9010 -7.4850  0.475
O4 -6.1590 -25.8750 -7.6640  -0.982
H7 -5.8740 -26.2330 -6.8350  0.501
H8 -5.9200 -26.5600 -8.2430  0.477
O5 -3.9790 -26.0440 -10.5430  -0.945
H9 -4.8080 -25.5630 -10.6320  0.473
H10 -3.7220 -26.0560 -9.6050  0.472



(3)
A structure of composition C17H25F3N5Tm. Source: OMol25; level of theory: ωB97M-V/def2-TZVPD.

Its expectation value of S² is 2.191. As for the HOMO energy (spin up / spin down): -5.7 / -6.1 eV. Its spin multiplicity is 3.

Last column: Mulliken spin population.
Positions of all 51 atoms, in Å:
Tm1 -0.0824 0.3111 0.0698  2.000
C1 3.7600 -2.0854 0.5812  -0.012
C2 2.4177 -1.4813 0.4769  0.007
N1 2.0439 -0.5590 -0.3788  0.069
C3 2.8250 -0.0718 -1.4893  -0.012
C4 2.2656 1.1649 -2.1573  0.004
N2 1.4207 2.0098 -1.2056  -0.003
C5 0.7495 3.1522 -1.8824  0.000
C6 -0.6216 2.7132 -2.3248  0.000
N3 -1.3560 2.0527 -1.2054  -0.003
C7 -2.6562 1.4861 -1.6412  0.000
C8 -2.5140 -0.1472 -1.7358  -0.001
N4 -1.8965 -0.6654 -0.5105  0.006
C9 -2.6863 -1.5690 0.3213  0.034
C10 -4.0803 -0.9028 0.6139  -0.003
C11 -0.7498 -1.8946 2.1468  0.079
C12 -0.4384 -2.6984 3.2717  -0.182
C13 0.9020 -2.9063 3.6386  0.135
C14 1.8681 -2.6785 2.6323  -0.140
C15 1.5117 -1.8875 1.5493  0.150
N5 0.2934 -1.3478 1.4494  0.119
H1 4.3163 -2.0013 -0.3610  0.002
H2 3.6712 -3.1859 0.6752  0.001
H3 4.3689 -1.5919 1.4493  0.007
H4 2.9482 -0.9265 -2.2186  0.004
H5 3.9044 0.2161 -1.2969  0.002
H6 1.7085 0.7625 -3.0554  0.000
H7 2.9910 1.8165 -2.6354  0.000
H8 2.0858 2.4469 -0.5376  0.001
H9 1.2571 3.4750 -2.7966  0.000
H10 0.7169 4.0240 -1.2275  0.000
H11 -0.6196 2.1154 -3.2005  0.000
H12 -1.1953 3.6659 -2.5647  0.000
H13 -1.4831 2.7819 -0.4382  0.000
H14 -2.9820 1.8012 -2.6501  0.000
H15 -3.5104 1.7813 -0.9555  -0.001
H16 -1.8066 -0.2716 -2.5467  0.000
H17 -3.4734 -0.6217 -1.9534  -0.001
H18 -4.8223 -1.1819 -0.1611  -0.001
H19 -4.0171 0.1768 0.6718  -0.003
H20 -4.4463 -1.3907 1.5355  0.001
H21 -1.3186 -3.0859 3.7924  -0.007
H22 1.1316 -3.3457 4.5939  0.007
H23 2.9087 -2.8625 2.9745  -0.008
C16 -2.1040 -1.8128 1.6864  -0.233
H24 -2.6341 -2.6223 -0.1728  -0.020
H25 -2.7962 -2.0514 2.4828  -0.004
F1 -0.6688 2.1857 1.5195  0.000
C17 0.5200 2.6092 2.1251  0.001
F2 1.3758 1.5385 1.7846  0.001
F3 0.9971 3.5600 1.2608  0.000



E_tot values, unit Ha, following the record order: -3487.6338, -382.1771, -2321.2805.